(1)
49
Properties=species:S:1:pos:R:3 method="wB97M-V/def2-TZVPD" fmax_ev_per_a=2.9 e_above_lowest_kj_mol=0.00 orbital_gap_ev=4.54 homo_energy_ev=-6.704 e_lumo_ev=-2.16 e_tot_ev=-58205.8104
C -2.226 5.990 -4.104
C -0.930 1.186 2.517
O -3.435 4.470 0.085
C 3.997 1.089 3.041
H 4.081 1.733 3.934
C -0.823 6.059 -4.168
H 2.589 -3.985 3.866
C -2.425 -0.708 1.800
C 0.697 -2.990 3.690
C 2.103 -3.023 3.679
H -3.719 -2.379 1.408
C -2.839 5.227 -3.113
C 2.167 -0.691 3.101
S 0.269 3.719 -0.987
C 1.581 1.430 2.551
H 3.957 -1.842 3.387
N 2.632 0.616 2.837
C -1.200 3.065 -0.117
S -2.791 3.576 -0.857
C -2.054 4.533 -2.202
O -3.518 2.447 -1.401
H -2.848 6.542 -4.812
H -2.973 1.769 4.078
C 0.368 0.712 2.680
H 1.037 5.424 -3.246
O 0.904 4.665 -0.082
C -3.132 0.815 3.561
C -4.220 -0.017 3.844
C -0.048 5.365 -3.240
C -3.546 -1.497 2.033
H -4.898 0.254 4.667
C -0.670 4.603 -2.260
C 0.753 -0.656 3.049
C -4.437 -1.165 3.066
C -2.146 0.417 2.615
H -5.299 -1.794 3.269
H -1.716 -0.940 0.995
H 0.115 -3.885 3.938
H 4.626 0.206 3.168
H 1.723 2.492 2.343
H -3.921 5.179 -3.016
O 1.053 2.667 -1.593
H -1.059 -1.701 3.452
C 0.021 -1.793 3.396
H -0.327 6.665 -4.930
H 4.345 1.695 2.190
C 2.860 -1.862 3.410
H -1.025 2.249 2.416
F -1.177 3.546 1.134

=====

(2)
48
Properties=species:S:1:pos:R:3 method="wB97M-V/def2-TZVPD" fmax_ev_per_a=1.3 e_above_lowest_kj_mol=11.59 orbital_gap_ev=7.70 homo_energy_ev=-8.156 smiles="Cc1ccc2sc(NNC(=O)c3cc(-c4cccs4)nc4ccccc34)nc2c1C" e_lumo_ev=-0.46 e_tot_ev=-53822.2877
H -8.681 0.685 0.257
C 2.470 2.085 -0.074
H 0.021 -0.802 -0.332
H -1.555 0.363 -2.424
H -6.999 -0.963 2.770
O 0.210 1.813 -2.106
N 4.404 0.775 0.598
C 3.746 1.943 0.545
H 5.537 -4.895 -0.182
S -2.431 -0.711 0.914
H 6.409 -0.867 1.123
H -8.766 -1.013 -0.192
N -0.226 -0.094 -1.008
H 4.195 5.152 1.551
C 2.594 -0.267 -0.572
H 2.212 -1.172 -1.021
S 4.016 -3.030 -0.479
N -3.786 -0.085 -1.227
H 0.890 3.459 -0.560
C 0.573 0.961 -1.320
C -4.173 -0.651 1.011
H 7.289 -3.332 0.984
H -7.309 -0.598 -2.112
N -1.485 -0.223 -1.594
H 1.992 5.393 0.479
C 2.470 4.425 0.493
C -6.095 -0.185 -0.403
C 5.867 -1.686 0.688
C 3.862 -0.295 0.059
C -2.593 -0.252 -0.803
C 4.355 3.074 1.130
C -6.654 0.188 -1.739
C 1.897 0.913 -0.639
C 6.334 -3.010 0.610
H -5.841 0.339 -2.443
C -4.714 -0.297 -0.242
H -4.560 -1.162 3.058
H -8.890 -0.546 1.508
C 5.444 -3.844 0.008
C -6.910 -0.431 0.700
C 1.850 3.349 -0.082
C -8.398 -0.321 0.565
C -4.982 -0.893 2.102
H -7.239 1.104 -1.666
H 5.320 2.942 1.593
C 3.727 4.287 1.103
C 4.622 -1.522 0.141
C -6.348 -0.778 1.928

=====

(3)
60
Properties=species:S:1:pos:R:3 method="wB97M-V/def2-TZVPD" fmax_ev_per_a=0.6 orbital_gap_ev=6.88 homo_energy_ev=-2.512 e_lumo_ev=4.36 charge=-2 e_tot_ev=-76204.2370
C 0.359 -0.997 2.470
C -5.728 0.316 -1.768
Cd -2.273 -0.631 -1.186
S 5.189 1.263 -2.808
N -2.660 0.171 0.903
C 5.107 0.311 0.954
F -3.247 -2.477 -1.586
N 3.650 1.020 -2.376
C 2.438 -1.183 4.337
H -7.483 2.915 -0.552
H -2.714 -2.884 -4.224
H 6.640 0.073 2.437
C 7.217 1.027 -0.769
C 6.422 0.337 1.407
H -5.682 -0.402 -2.582
C 0.656 -2.153 -2.383
N -2.470 1.116 -2.388
H 1.529 -2.346 1.283
C 1.331 -0.388 4.604
O 5.668 0.244 -3.714
C -6.725 1.278 -1.717
H -0.558 0.323 3.872
H 4.272 0.047 1.592
H -3.869 2.690 2.378
C -3.828 1.606 2.511
C 3.523 0.713 -1.087
C -5.741 2.027 0.326
N -2.145 -3.541 -3.702
H 1.560 -2.122 -1.799
N -0.085 -3.248 -2.556
C -3.679 0.904 1.191
H -5.717 2.705 1.169
H -7.472 1.342 -2.497
O -3.300 3.341 -2.686
C 5.904 0.979 -1.205
C -6.727 2.146 -0.638
N 0.138 -1.076 -2.996
H -2.969 1.360 3.126
H -4.742 1.285 3.018
H 8.017 1.312 -1.443
C 2.492 -1.896 3.148
C 7.467 0.700 0.558
H 3.254 -1.244 5.048
C 4.860 0.645 -0.369
C 1.467 -1.802 2.217
C -0.747 -0.860 1.451
C -2.879 2.221 -2.521
N -4.783 0.194 -0.850
H 3.348 -2.528 2.940
H -2.658 -3.706 -2.833
N -1.690 0.026 1.830
H 1.269 0.162 5.536
S 2.110 0.428 -0.229
O -0.731 -1.583 0.429
H 8.484 0.727 0.936
C -4.760 1.043 0.184
C 0.302 -0.299 3.677
N -1.065 -2.769 -3.281
N -0.973 -1.493 -3.573
O 5.429 2.628 -3.213

=====

(4)
55
Properties=species:S:1:pos:R:3 method="wB97M-V/def2-TZVPD" fmax_ev_per_a=1.0 e_above_lowest_kj_mol=6.86 spin_multiplicity=2 orbital_gap_ev="6.90 / 7.14" homo_energy_ev="-10.170 / -10.211" e_lumo_ev="-3.27 / -3.07" charge=+1 e_tot_ev=-100807.2143
H 4.112 -1.149 -4.787
N -0.146 -1.428 -0.767
C 0.145 -4.900 1.539
C 0.902 3.040 -0.572
H 1.600 2.567 2.026
C -0.584 0.496 3.281
C 0.475 -4.999 0.195
O 1.882 0.787 -0.053
C 2.496 0.713 -3.045
H -4.070 2.905 -0.582
V 0.212 0.020 0.403
H -0.147 2.523 5.934
C 0.989 1.545 -0.740
C -0.265 -3.689 2.092
H 0.709 3.331 0.458
C 0.825 2.694 4.029
H -3.133 -0.312 -3.296
H -2.101 2.211 0.771
H -0.543 -3.643 3.133
C 0.400 -3.877 -0.625
C -2.375 1.686 -0.136
H 0.636 -3.955 -1.677
O -1.620 -1.592 3.751
C -0.752 0.984 4.560
H -4.592 1.656 -2.679
H 5.071 -0.858 -2.636
C -0.050 2.119 4.935
N -0.639 -1.247 1.684
S 0.916 1.208 -2.576
N 2.757 0.393 -4.309
H 0.070 3.418 -1.169
C 4.714 0.079 -3.059
H 2.067 0.448 -5.039
C -1.051 -0.907 2.927
C -1.898 -0.038 -1.592
C -2.952 0.292 -2.419
H 4.659 0.484 -5.219
C -1.059 -1.282 -1.799
N -1.611 0.651 -0.480
N 3.567 0.576 -2.291
Cl 0.982 -6.495 -0.503
O -1.258 -2.051 -2.703
C 4.126 -0.106 -4.476
C 0.914 2.160 2.755
Cl 0.229 -6.276 2.579
C -3.749 1.371 -2.064
H -1.388 0.433 5.238
H 1.444 3.539 4.297
N 0.184 1.114 2.362
H 1.811 3.544 -0.910
H 3.483 0.626 -1.283
C 0.000 -2.676 -0.084
C -0.335 -2.573 1.278
C -3.464 2.071 -0.902
H 5.520 0.809 -3.041

=====

(5)
62
Properties=species:S:1:pos:R:3 method="wB97M-V/def2-TZVPD" fmax_ev_per_a=1.1 e_above_lowest_kj_mol=43.80 orbital_gap_ev=5.61 homo_energy_ev=-14.797 e_lumo_ev=-9.19 charge=+2 e_tot_ev=-141793.2418
C 0.733 -3.117 -2.572
C -0.246 3.459 2.372
Cl -1.535 4.353 4.544
Cl 1.616 -2.681 -1.070
C -2.300 -1.604 -1.026
C 4.254 2.017 0.604
C 2.721 0.831 -1.912
C 0.027 2.484 1.425
Cl 1.113 2.848 0.142
W 0.125 -0.114 0.028
C -3.749 1.774 -3.184
H -1.424 -3.451 3.209
H 1.451 -3.591 -3.229
Si 3.499 0.552 -0.231
O -0.745 0.790 -1.320
H 1.627 0.722 -1.874
C 1.892 -0.920 1.712
Cl -3.076 1.673 4.546
C -1.592 0.996 2.398
C -2.009 0.767 -1.861
C 0.308 -2.507 2.424
H 3.193 -2.690 4.211
O -6.172 1.502 -4.317
C -2.769 -0.394 -1.735
C -4.024 -0.472 -2.331
C 4.655 -0.894 -0.268
H 5.338 1.890 0.630
H 3.909 2.127 1.634
H -1.657 -2.817 1.570
Cl 0.086 -1.688 -3.368
H 5.422 -0.835 0.506
H -4.622 -1.369 -2.244
C -0.592 1.230 1.444
H -4.130 2.609 -3.756
C 2.863 -1.316 2.592
N 1.953 0.016 0.664
H 5.167 -0.868 -1.234
H 0.986 -3.764 4.006
H 4.170 -1.867 -0.185
O -1.158 -1.449 -0.213
N -5.828 0.544 -3.669
H 3.843 -0.863 2.606
C -1.880 1.963 3.365
C -1.195 3.185 3.364
H 2.890 1.825 -2.332
C 2.489 -2.336 3.469
Cl -2.529 -0.437 2.407
Cl 0.554 4.963 2.316
O -6.456 -0.471 -3.473
O -0.892 3.348 -1.925
N 0.644 -1.439 1.670
H 3.071 0.094 -2.635
C 1.245 -2.931 3.366
H -0.079 -3.777 -2.292
H 4.037 2.950 0.085
O -2.795 -2.676 -1.060
C -4.486 0.618 -3.036
C -0.953 -3.283 2.241
N -1.752 3.111 -2.751
C -2.505 1.847 -2.583
O -2.042 3.795 -3.697
H -0.691 -4.262 1.834